Molecular formula: C3H4N2O4S
Method: DFT, ωB97M-V/def2-TZVPD

As for the electronic energy: -925.1276 hartree. The LUMO energy (alpha / beta) comes out at -3.32 / -2.68 eV. The relative energy (zero: lowest compared OMol25 entry of this formula, charge and spin) comes out at 120.27 kcal per mole. For the HOMO energy (alpha / beta), the calculation gives -10.03 / -10.77 eV.

Each atom is followed by the atoms it is bonded to, with distances in Å.
Positions of all 14 atoms, in Å:
1 C 0.8776 1.8313 -1.7274  C3 1.384, N4 1.145
2 C -0.8421 -1.4763 1.2084  S10 1.897, H11 1.096, H12 1.082, H13 1.120
3 C 1.2648 0.8661 -0.8149  C1 1.384, N5 1.443, H14 0.982
4 N 0.4943 2.5297 -2.5500  C1 1.145
5 N 1.1671 0.9948 0.6195  C3 1.443, O6 1.221, O7 1.242
6 O 1.6039 0.0786 1.2977  N5 1.221
7 O 0.5794 1.9962 1.0594  N5 1.242
8 O -1.2609 -1.7392 -1.3201  S10 1.446
9 O -2.1376 0.3799 -0.4152  S10 1.409
10 S -1.1204 -0.5939 -0.4482  C2 1.897, O8 1.446, O9 1.409
11 H -0.0284 -0.9569 1.7281  C2 1.096
12 H -1.7964 -1.5678 1.7097  C2 1.082
13 H -0.6563 -2.5190 0.8437  C2 1.120
14 H 1.8551 0.1765 -1.1906  C3 0.982